1.
Computed, not measured: 2 unconnected molecules or ions with the total composition C21H21Br2O5, with the ωB97M-V functional and the def2-TZVPD basis.

## Properties
Frontier orbital gap in eV: 4.82
Calculated total energy in eV: -172440.291
Total charge: -1
HOMO energy in hartree: -0.1289

```
49
Properties=species:S:1:pos:R:3:forces:R:3
C 0.664545 1.884510 -4.652948 0.194 0.008 -0.217
C -0.391250 2.057377 -3.594093 0.234 -0.017 0.113
O 0.207027 2.446886 -2.344869 0.114 -0.379 -1.471
C -0.764241 2.592848 -1.397780 -0.298 0.831 3.043
C -0.238811 3.087955 -0.101677 -2.077 -0.746 -0.883
C 1.157824 3.504611 0.021159 1.072 0.353 0.195
C -1.181075 3.212961 0.974075 0.846 -0.494 -1.658
C -0.775508 3.952684 2.232389 -0.017 0.097 0.356
O -2.313830 2.722751 0.890679 -0.789 0.119 1.087
O -1.927729 2.328780 -1.652196 0.258 -0.157 -0.538
H 0.157979 1.577708 -5.571037 0.053 -0.013 -0.058
H 1.193864 2.817239 -4.869716 0.031 -0.110 0.131
H 1.386759 1.100760 -4.403672 -0.018 0.151 0.069
H -1.106308 2.831538 -3.898135 0.005 -0.282 0.087
H -0.928028 1.113151 -3.445015 -0.080 0.272 -0.075
H 1.675994 3.299905 -0.918829 0.176 0.132 0.266
H 1.246576 4.578020 0.248757 0.257 -0.071 -0.101
H 1.662807 2.959436 0.834465 0.234 0.144 -0.179
H 0.290440 4.168590 2.295441 -0.026 0.008 -0.011
H -1.325470 4.899100 2.271049 0.037 -0.071 -0.018
H -1.074362 3.372133 3.110332 -0.017 0.022 -0.085
C 4.185688 -4.682503 -0.255986 -0.217 0.625 -0.389
O 3.787895 -3.507067 -0.995049 0.228 -0.542 0.397
C 2.785009 -2.762871 -0.467105 -0.719 0.346 0.465
C 2.131491 -3.108450 0.742742 0.724 -0.007 -0.840
C 1.090632 -2.324592 1.192865 -0.544 0.764 -0.399
C 0.623082 -1.202456 0.448022 1.561 -1.155 -0.362
C -0.532083 -0.464491 0.831217 -2.502 -0.118 1.076
C -1.664625 -0.998563 1.477579 1.252 0.451 -0.803
C -2.706193 -0.126063 1.952000 -1.017 0.641 0.222
C -3.852773 -0.569057 2.531014 1.090 -0.792 -0.483
Br -5.182732 0.619021 3.135856 0.089 -0.080 -0.024
C -4.126335 -2.026316 2.681429 -1.054 0.002 0.508
O -5.175360 -2.454744 3.166537 1.135 0.230 -0.493
C -3.046694 -2.916234 2.170939 0.769 1.200 -0.437
Br -3.356281 -4.774156 2.267715 0.031 0.050 -0.003
C -1.907934 -2.412669 1.606901 -0.614 -1.145 0.550
C 1.350030 -0.836343 -0.728232 -0.785 0.062 0.812
C 2.399831 -1.597252 -1.181948 0.459 -0.880 0.347
H 4.951990 -5.145412 -0.872279 -0.016 -0.049 0.102
H 4.594586 -4.408360 0.724687 -0.038 -0.030 -0.188
H 3.340087 -5.367692 -0.118893 0.157 0.102 -0.095
H 2.437954 -3.992606 1.308919 -0.134 0.477 -0.179
H 0.618687 -2.588391 2.138925 0.121 0.213 -0.233
H -0.581673 0.592181 0.542567 0.023 -0.085 0.190
H -2.578941 0.944321 1.802512 0.072 0.081 -0.059
H -1.169290 -3.115056 1.229639 -0.285 0.127 -0.060
H 1.021379 0.052926 -1.273167 0.157 -0.204 0.118
H 2.945370 -1.336047 -2.087787 -0.135 -0.080 0.210
```
Forces are in eV/Å.



2.
Computed, not measured: a molecular structure, C21H21ClF6N4O6S2Tb, with the ωB97M-V functional and the def2-TZVPD basis.

## Properties
Spin multiplicity: 7
ΔE to the lowest compared entry with this formula, charge and spin in kcal per mole: 0.0
Frontier orbital gap (alpha / beta) in eV: 6.41 / 6.35
Calculated total energy in eV: -113301.300
Total charge: -1
HOMO energy (alpha / beta) in hartree: -0.1467 / -0.1443

```
62
Properties=species:S:1:pos:R:3:forces:R:3
Tb -0.195014 -0.446066 -0.650660 0.064 0.485 0.181
C -0.576860 3.736397 -2.431346 0.016 0.165 -0.022
C -0.760553 2.713383 -1.339080 -0.036 -0.273 0.028
O -0.488076 1.501189 -1.663851 -0.066 0.229 -0.005
C -1.199871 3.109940 -0.094385 -0.031 -0.092 0.162
C -1.356637 2.265475 1.060642 0.022 0.168 -0.167
C -1.785864 2.916619 2.346154 -0.029 0.098 0.062
N -1.111990 0.990223 1.026276 -0.089 -0.067 0.412
N -1.254058 0.315885 2.256393 -0.022 0.282 -0.143
C -1.171734 -0.968834 2.111391 0.049 -0.383 0.113
O -1.063878 -1.621164 0.986571 -0.217 -0.038 0.885
C -1.170495 -1.778400 3.374013 -0.129 0.091 -0.114
C -1.410735 -1.186348 4.612906 0.016 -0.012 0.071
C -1.398514 -1.949932 5.769011 0.010 -0.020 -0.050
C -1.141287 -3.316354 5.703357 -0.007 0.048 -0.026
C -0.898882 -3.908538 4.472862 -0.006 0.054 -0.060
C -0.917286 -3.142248 3.311580 -0.005 -0.108 0.064
H -0.096276 3.268054 -3.287387 0.003 -0.013 0.014
H 0.044387 4.564233 -2.084602 -0.017 -0.005 -0.016
H -1.540719 4.145928 -2.742708 0.011 -0.007 -0.002
H -1.394518 4.165821 0.042077 -0.010 -0.011 0.039
H -1.981623 3.976443 2.190117 -0.003 -0.015 0.023
H -1.008910 2.795026 3.103208 0.012 0.002 -0.034
H -2.674290 2.430873 2.750263 -0.008 0.000 -0.034
H -1.598363 -0.121614 4.649453 0.001 -0.019 -0.009
H -1.586409 -1.477833 6.725984 0.002 -0.015 -0.002
H -1.129216 -3.911961 6.608340 0.004 0.002 -0.010
H -0.693529 -4.970506 4.412715 -0.003 0.006 0.000
H -0.733790 -3.589600 2.343714 0.002 0.012 0.007
F 1.656919 -4.542304 -2.283423 0.091 -0.001 0.098
C 1.922400 -3.340077 -1.776568 0.176 0.067 -0.178
F 3.185529 -3.305743 -1.360038 -0.107 -0.112 0.096
F 1.117950 -3.122082 -0.741396 -0.032 -0.108 0.006
S 1.720672 -2.040042 -3.094543 -0.586 0.462 0.060
O 1.316152 -0.836857 -2.354879 1.028 -0.939 -1.006
O 2.969558 -2.033911 -3.775489 -0.133 0.037 -0.108
N 0.551205 -2.586450 -4.028341 -0.045 0.181 0.168
S -0.945209 -2.288325 -3.598212 0.381 -0.044 0.460
O -1.037142 -2.102649 -2.142132 -0.538 -0.160 -1.216
O -1.886638 -3.164081 -4.211357 0.160 -0.260 0.145
C -1.355870 -0.660403 -4.424573 0.124 -0.114 0.275
F -2.349948 -0.072636 -3.763645 -0.123 0.056 0.044
F -1.761053 -0.920869 -5.660194 -0.037 0.030 -0.236
F -0.320303 0.156861 -4.478296 0.077 0.068 0.037
N -2.959878 -0.307113 -0.817883 0.071 0.050 -0.044
H -3.157647 -0.658729 0.111146 -0.004 -0.012 0.027
H -3.496372 -0.844282 -1.487572 0.005 0.000 -0.012
H -3.250905 0.662366 -0.861966 0.010 0.022 0.002
Cl 3.990950 4.471849 -2.134992 -0.049 -0.141 0.083
C 3.454179 3.040226 -1.260072 0.079 0.014 -0.089
C 2.543396 3.163210 -0.229346 -0.091 -0.043 0.105
C 2.110486 2.027758 0.441508 -0.012 0.255 0.062
C 2.554142 0.735185 0.111879 -0.055 -0.127 0.125
C 1.951286 -0.449159 0.718028 -0.012 0.353 -0.208
C 3.510384 0.669189 -0.920847 0.091 -0.030 -0.103
C 3.950248 1.790337 -1.601894 -0.002 0.015 0.003
H 2.163948 4.139972 0.045978 -0.005 -0.025 0.004
H 1.388769 2.138637 1.242890 0.002 0.011 -0.011
H 1.617163 -0.278062 1.742779 -0.006 -0.029 0.040
H 2.564965 -1.345595 0.642757 0.020 -0.038 0.001
H 3.903037 -0.300132 -1.208965 -0.004 0.008 -0.011
H 4.672633 1.697843 -2.403361 -0.010 -0.011 0.013
```
Forces are in eV/Å.



3.
Computed, not measured: C21H21ClN2O4 in the gas phase, with the ωB97M-V functional and the def2-TZVPD basis.

## Properties
ΔE to the lowest compared entry with this formula, charge and spin in kcal per mole: 24.8
Frontier orbital gap in eV: 9.16
Calculated total energy in eV: -45810.614
Total charge: 0
HOMO energy in hartree: -0.3186

```
49
Properties=species:S:1:pos:R:3:forces:R:3
C 0.949965 -2.637424 3.252020 -1.190 -1.342 -0.494
C 1.134658 -1.351302 2.570847 0.847 1.433 -0.430
C 2.395252 -0.726601 2.612339 -1.196 0.421 -1.163
C 2.571755 0.491231 1.916483 -0.572 -0.644 1.111
C 3.898865 1.170154 1.939890 0.389 1.323 -0.652
C 1.471405 1.086868 1.302576 0.705 0.731 -0.189
C 0.222861 0.483712 1.247779 0.034 -0.904 -0.231
C -0.909553 1.159065 0.500012 -0.904 1.258 1.131
O -1.116282 2.431506 1.118262 0.355 1.036 -0.384
C -2.277944 0.490812 0.519958 0.580 -0.913 -0.537
C -3.312143 0.741061 1.418649 -1.218 -0.936 -0.066
C -4.502286 -0.033272 1.407634 1.388 -0.020 -0.905
Cl -5.740564 0.218650 2.603993 0.242 0.050 -0.226
C -4.653256 -1.030782 0.432393 -0.927 -0.389 0.378
C -3.641388 -1.253867 -0.505468 -0.143 1.078 0.869
C -2.454533 -0.491250 -0.438527 -1.009 -1.529 -0.237
O -1.388493 -0.833056 -1.248840 -0.108 0.527 -0.176
C -1.666085 -0.725487 -2.650710 0.475 0.434 -0.267
C -0.327822 -1.059030 -3.393893 -1.709 1.319 -0.374
N 0.710851 -0.116871 -3.045317 1.701 -0.042 1.353
C 1.819393 -0.576641 -2.288938 1.040 1.852 0.457
C 2.760740 0.340691 -1.880171 -1.184 -1.802 -1.110
C 2.554387 1.748265 -2.217614 2.064 -0.228 3.355
O 3.177588 2.617809 -1.647626 1.355 0.799 0.217
N 1.528347 2.120596 -2.956956 -1.190 -0.458 -0.743
C 0.570874 1.254758 -3.347876 -0.811 -1.101 -1.918
O -0.307192 1.660349 -4.073715 -1.151 -0.297 0.000
C 0.074538 -0.743263 1.870191 -0.317 -0.800 0.402
H 0.056916 -2.590890 3.882023 -0.010 -0.194 -0.060
H 1.773758 -2.898393 3.895232 0.391 -0.191 0.022
H 0.772597 -3.433355 2.470576 0.256 0.518 0.981
H 3.220996 -1.216136 3.115610 0.010 0.110 0.034
H 4.174399 1.424215 0.885736 -0.135 0.225 0.842
H 3.903655 2.114079 2.574574 -0.035 -1.098 -0.872
H 4.681534 0.513305 2.292814 0.132 -0.180 0.299
H 1.634480 2.088727 0.884638 -0.218 -0.422 -0.095
H -0.626671 1.360276 -0.554566 -0.109 -0.027 0.689
H -1.427451 2.342057 2.028779 0.294 -0.300 -0.235
H -3.280104 1.511411 2.155690 0.297 0.430 0.347
H -5.588945 -1.669973 0.449079 1.288 0.911 -0.161
H -3.831201 -1.989497 -1.261185 0.288 -0.320 -0.247
H -2.413969 -1.453567 -2.906856 -0.296 -0.572 -0.363
H -2.123893 0.272889 -2.899652 0.891 -0.744 0.182
H -0.000206 -2.039115 -3.084333 0.078 -0.261 -0.043
H -0.486806 -1.009380 -4.490578 -0.080 -0.225 0.608
H 1.950518 -1.641005 -1.990992 -0.720 0.903 -0.563
H 3.624576 0.038680 -1.276518 -0.514 0.369 -0.356
H 1.341163 3.113611 -3.031640 -0.016 -0.192 -0.160
H -0.899280 -1.274617 1.844197 0.661 0.407 -0.022
```
Forces are in eV/Å.



4.
Computed, not measured: a molecular structure, C21H21ClN4O2SSiV, with the ωB97M-V functional and the def2-TZVPD basis.

## Properties
Spin multiplicity: 2
Frontier orbital gap (alpha / beta) in eV: 5.26 / 5.41
Calculated total energy in eV: -89094.911
Total charge: 0
HOMO energy (alpha / beta) in hartree: -0.2317 / -0.2359

```
52
Properties=species:S:1:pos:R:3:forces:R:3
V 0.922937 1.314095 -0.386170 0.984 -0.127 -0.698
O 5.385905 -4.250580 -0.513743 0.090 -0.099 0.023
N 4.224023 -4.044668 -0.239329 -0.231 0.302 0.009
O 3.387003 -4.915789 -0.110536 -0.023 0.116 0.032
C 3.796012 -2.619666 -0.075426 0.004 -0.271 0.017
C 4.739024 -1.710721 -0.384293 -0.177 0.244 0.038
C 4.486446 -0.289948 -0.286603 -0.096 -0.463 -0.017
C 5.463149 0.662197 -0.439325 -0.095 0.320 0.063
C 5.113500 2.016389 -0.241666 0.155 -0.289 -0.058
C 3.823498 2.351894 0.047356 -0.310 0.015 0.050
N 2.814273 1.442048 0.155004 0.210 -0.053 0.068
C 3.165382 0.108380 0.047444 -0.023 0.346 -0.011
C 2.174903 -0.859864 0.351908 -0.275 -0.050 0.142
N 0.946640 -0.363022 0.694394 0.100 -0.270 0.394
C 0.039665 -1.190753 1.243786 -0.051 0.194 -0.088
C 0.277591 -2.525243 1.398569 0.143 -0.165 -0.043
C 1.483263 -3.080959 0.936609 -0.079 0.060 0.046
C 2.454369 -2.265714 0.395436 0.353 0.216 -0.246
H 5.715930 -2.052963 -0.695965 -0.032 -0.001 0.000
H 6.479296 0.375440 -0.671350 0.024 -0.009 -0.014
H 5.857090 2.795814 -0.319236 0.015 0.014 -0.003
H 3.526946 3.384200 0.176767 0.002 -0.010 -0.001
H -0.906310 -0.741842 1.522732 0.024 -0.003 -0.013
H -0.479296 -3.158006 1.837604 -0.002 -0.015 0.009
H 1.643571 -4.139587 1.020344 0.049 -0.108 -0.015
C -5.850960 0.075938 0.693056 -0.006 -0.011 -0.017
Si -4.309191 -0.071630 -0.362155 0.002 0.069 -0.031
C -4.690954 0.473816 -2.102052 0.008 0.016 -0.043
C -3.726226 -1.842932 -0.310188 -0.004 -0.019 0.095
C -3.016190 1.073088 0.401134 -0.038 0.108 -0.041
C -3.302886 1.845695 1.512539 0.084 0.004 0.111
C -2.341249 2.665210 2.116972 -0.041 -0.023 -0.031
C -1.074962 2.659822 1.591493 0.065 0.006 0.019
N -0.771723 1.939378 0.505224 -0.536 -0.036 0.380
C -1.710791 1.199750 -0.126644 -0.101 -0.086 -0.087
S -1.095283 0.447424 -1.557060 -0.143 0.039 0.097
H -6.576863 -0.674787 0.377246 -0.042 -0.024 -0.023
H -6.326432 1.052262 0.592333 -0.006 0.057 0.009
H -5.646050 -0.096263 1.750497 0.002 -0.030 0.044
H -5.524409 -0.097036 -2.513334 -0.050 -0.038 -0.021
H -3.825860 0.338683 -2.751001 0.002 0.008 0.000
H -4.964461 1.530206 -2.118888 -0.016 0.025 -0.015
H -4.539951 -2.508870 -0.603543 -0.011 -0.032 -0.036
H -3.423846 -2.119437 0.701891 0.003 -0.024 0.042
H -2.880861 -2.009081 -0.973214 0.074 -0.001 -0.061
H -4.294227 1.809170 1.945732 -0.049 0.008 0.013
H -2.573291 3.266942 2.982888 -0.008 0.006 0.015
H -0.262440 3.231867 2.024268 -0.018 -0.009 0.009
Cl 1.025538 3.541851 -1.407234 0.068 0.136 -0.187
C 1.573662 2.013315 -2.234332 0.011 -0.219 -0.001
H 2.630757 2.126784 -2.474440 -0.020 0.068 0.032
H 0.964363 1.887688 -3.125474 0.007 0.104 0.042
```
Forces are in eV/Å.